Entry from OMol25: the ion C7H10N2P with charge +1 at a distorted geometry (ωB97M-V with the def2-TZVPD basis set).

```
20
Properties=species:S:1:pos:R:3:forces:R:3
C 1.3637 1.6107 0.5554 0.8 1.1 1.7
N 2.1687 0.6825 0.4148 0.1 -0.7 0.2
P 2.5530 -0.8394 -0.2786 1.9 1.5 -0.5
C 0.9562 -1.4542 -0.6728 -3.8 -1.0 2.5
C 0.0433 -1.9039 0.2708 0.4 0.6 -1.0
C -1.4136 -1.8603 0.3369 0.2 2.9 -2.0
C -2.1640 -0.6952 -0.0058 0.2 -2.5 0.3
C -1.6988 0.6559 -0.2382 0.7 -2.2 -0.5
N -0.5550 1.0000 -0.7839 0.3 -2.6 1.6
C 0.2780 2.0646 -0.3537 2.4 0.3 -4.1
H 1.5083 2.3276 1.4196 0.1 -0.6 -0.9
H 2.6833 -1.2589 1.0181 -0.1 -1.2 0.6
H 0.4039 -1.2440 -1.5560 0.4 0.1 -1.5
H 0.3766 -2.3100 1.1818 1.0 -0.5 1.2
H -1.8499 -2.7293 0.8065 -0.6 0.1 0.0
H -3.2573 -0.8238 0.0920 0.7 0.4 0.2
H -2.3702 1.3788 0.1426 -0.3 1.2 0.1
H 0.1765 0.1912 -0.9647 -2.4 1.4 0.0
H -0.0817 2.9938 -0.0298 -1.4 1.0 0.3
H 0.8791 2.2140 -1.3552 -0.9 0.7 1.8
```
Positions in Å, forces in eV/Å.

Summary:
- Frontier orbital gap: 7.12 eV
- E_tot: -19679.0024 eV
- Highest occupied orbital energy: -12.82 eV
- Net charge: +1
- Energy above the lowest of the compared OMol25 structures with the same formula, charge and spin: 81.67 kcal per mole